The following is a DFT calculation (wB97M-V/def2-TZVPD) of C23H22N2O5S in the gas phase.

Atoms and positions in Å:
C  -6.9597  -1.1408  -0.0688
C  -6.6724  0.0761  -0.9376
O  -5.2725  0.3316  -1.0306
C  -4.7137  1.0105  -0.0154
O  -5.3393  1.4200  0.9339
C  -3.2559  1.1818  -0.1871
C  -2.5425  1.8558  0.8019
C  -1.1722  1.9850  0.7225
C  -0.4891  1.4265  -0.3571
N  0.8982  1.4588  -0.4732
C  1.8085  1.6407  0.5247
O  1.5529  1.9797  1.6594
C  3.2176  1.3956  0.0638
C  3.9818  2.4548  -0.4053
C  5.3090  2.2640  -0.7471
C  5.8800  1.0100  -0.6124
C  5.1255  -0.0541  -0.1522
C  3.7902  0.1288  0.1864
N  2.9760  -0.9350  0.6458
C  3.5568  -1.9003  1.5572
S  1.9995  -1.6564  -0.5240
O  2.4354  -3.0010  -0.7638
O  1.9335  -0.7778  -1.6647
C  0.3767  -1.7078  0.2357
C  0.1065  -1.0792  1.4344
C  -1.1876  -1.1079  1.9318
C  -2.1888  -1.7574  1.2294
C  -1.9027  -2.3938  0.0319
C  -0.6119  -2.3703  -0.4683
C  -1.2065  0.7896  -1.3724
C  -2.5745  0.6639  -1.2877
H  -8.0257  -1.3491  -0.0735
H  -6.6435  -0.9473  0.9533
H  -6.4254  -2.0090  -0.4479
H  -7.1690  0.9597  -0.5232
H  -7.0004  -0.0878  -1.9663
H  -3.0864  2.2674  1.6385
H  -0.6230  2.4922  1.4975
H  1.2624  0.9923  -1.3018
H  3.5306  3.4323  -0.4895
H  5.8967  3.0923  -1.1119
H  6.9160  0.8553  -0.8739
H  5.5691  -1.0334  -0.0618
H  4.1390  -1.3705  2.3089
H  2.7376  -2.4321  2.0395
H  4.1830  -2.6346  1.0437
H  0.8881  -0.5595  1.9648
H  -1.4118  -0.6123  2.8632
H  -3.1964  -1.7653  1.6163
H  -2.6829  -2.9017  -0.5137
H  -0.3532  -2.8538  -1.3971
H  -0.6680  0.3734  -2.2114
H  -3.1252  0.1569  -2.0637

## Properties
Frontier orbital gap in eV: 9.1
Calculated total energy in a.u.: -1773.58825
HOMO in eV: -8.66
SMILES: CCOC(=O)c1ccc(NC(=O)c2ccccc2N(C)S(=O)(=O)c2ccccc2)cc1
Total charge: 0

The following is a DFT calculation (wB97M-V/def2-TZVPD) of a 2-piece molecular cluster, C4H13N3O overall.

Atoms and positions in Å:
C  -2.4960  -0.2862  -0.1627
N  -1.1782  -0.5622  0.3928
C  -0.8308  0.0881  1.4700
N  0.1768  -0.4074  2.2100
N  -1.1219  1.3793  1.7167
H  -3.2460  0.0355  0.5651
H  -2.4054  0.4821  -0.9385
H  -2.9214  -1.2032  -0.5769
H  0.6518  0.2243  2.8559
H  0.1907  -1.4199  2.1532
H  -0.3097  1.9327  1.9567
H  -1.7032  1.8315  1.0240
C  1.7129  -0.9266  -1.9685
C  1.3932  0.0322  -0.8332
O  1.9308  1.3467  -1.1244
H  1.2322  -0.5977  -2.8998
H  1.1943  -1.8696  -1.7590
H  2.7942  -1.0251  -2.1455
H  1.9671  -0.2653  0.0545
H  0.0937  -0.0413  -0.6542
H  2.8750  1.2520  -1.3362

## Properties
Frontier orbital gap in eV: 9.0
Calculated total energy in a.u.: -399.64219
HOMO in eV: -8.19
SMILES: CN=C(N)N.CCO
Total charge: 0

The following is a DFT calculation (wB97M-V/def2-TZVPD) of H2N2 in the gas phase.

Atoms and positions in Å:
H  0.3139  -0.6581  0.8142
N  0.1418  0.4766  0.6583
N  -0.1844  0.5462  -0.4690
H  -0.2713  -0.3647  -1.0036

## Properties
Frontier orbital gap in eV: 10.4
Calculated total energy in a.u.: -110.62428
HOMO in eV: -9.25
SMILES: [H]/N=N\[H]
Total charge: 0

Q: HOMO of number 2 (C4H13N3O)?
A: -8.19 eV

Q: Among the records above, which one has the lowest HOMO?
A: H2N2